Entry 1:
The following is a DFT calculation (the ωB97M-V functional and the def2-TZVPD basis) of a molecular structure, C21H56Li4O25PS7 in a non-equilibrium geometry.

Summary:
HOMO level (eV): -11.12
LUMO energy (eV): -1.726
Largest force on an atom (eV Å⁻¹): 2.07
Spin multiplicity: 1
Charge: +1

XYZ file:
```
114
Properties=species:S:1:pos:R:3:lowdin_charge:R:1
Li 1.591 0.331 1.211 0.66
Li -2.684 1.096 -0.882 0.59
Li -1.078 2.368 1.898 0.71
Li 0.588 0.331 -2.138 0.62
P -0.396 1.011 -0.062 -0.10
O 0.500 -0.249 -0.220 -0.49
O -1.735 0.833 0.718 -0.49
O -0.838 1.440 -1.455 -0.44
O 0.539 1.866 0.815 -0.48
O -4.464 1.918 -0.971 -0.33
S -5.823 1.480 -0.829 0.56
O -6.655 1.367 -1.960 -0.22
O -5.830 0.059 -0.173 -0.24
C -4.968 -0.192 0.966 -0.26
C -5.812 -0.699 2.127 -0.04
C -6.576 2.476 0.414 -0.09
H -4.406 0.708 1.215 0.10
H -4.251 -0.957 0.674 0.10
H -5.153 -1.020 2.928 0.08
H -6.547 -1.427 1.787 0.09
H -6.448 0.121 2.476 0.07
H -6.332 2.155 1.421 0.06
H -7.651 2.374 0.267 0.08
H -6.291 3.503 0.194 0.08
O 1.977 -5.513 4.255 -0.27
S 2.938 -6.002 3.318 0.54
O 3.172 -7.384 3.200 -0.24
O 2.539 -5.493 1.873 -0.24
C 1.958 -4.164 1.798 -0.24
C 1.509 -3.901 0.399 -0.05
C 4.470 -5.202 3.574 -0.12
H 2.677 -3.449 2.194 0.12
H 1.066 -4.180 2.423 0.09
H 1.067 -4.758 -0.114 0.09
H 2.240 -3.506 -0.314 0.06
H 0.757 -3.110 0.306 0.06
H 4.850 -5.631 4.505 0.08
H 4.363 -4.132 3.708 0.07
H 5.149 -5.566 2.808 0.08
O 0.178 3.649 2.962 -0.33
S 0.944 4.823 2.695 0.57
O 0.347 5.915 2.001 -0.25
O 1.498 5.320 4.074 -0.24
C 1.942 6.677 4.186 -0.26
C 2.669 6.852 5.493 -0.07
C 2.427 4.266 1.925 -0.10
H 1.175 7.443 4.091 0.13
H 2.695 6.860 3.412 0.12
H 2.048 6.754 6.383 0.08
H 3.257 7.768 5.503 0.09
H 3.427 6.075 5.649 0.08
H 2.201 3.634 1.073 0.06
H 2.944 3.732 2.724 0.08
H 3.066 5.128 1.737 0.07
O 2.550 -0.332 -2.543 -0.30
S 3.501 -0.618 -1.508 0.58
O 3.207 -0.411 -0.125 -0.30
O 3.954 -2.100 -1.639 -0.25
C 4.661 -2.605 -2.803 -0.24
C 4.102 -3.977 -3.090 -0.05
C 4.957 0.309 -1.882 -0.09
H 5.730 -2.579 -2.597 0.13
H 4.475 -1.950 -3.658 0.12
H 3.023 -3.903 -3.210 0.09
H 4.269 -4.632 -2.232 0.09
H 4.585 -4.438 -3.949 0.09
H 4.662 1.349 -2.002 0.09
H 5.350 -0.057 -2.827 0.07
H 5.656 0.199 -1.059 0.08
O -0.930 -1.079 -2.730 -0.28
S -2.218 -1.516 -2.287 0.62
O -3.108 -0.576 -1.658 -0.33
O -2.957 -2.196 -3.491 -0.23
C -3.345 -1.407 -4.639 -0.22
C -4.338 -0.304 -4.377 -0.07
C -2.021 -2.972 -1.321 -0.07
H -3.730 -2.092 -5.393 0.13
H -2.428 -1.054 -5.122 0.12
H -4.712 0.144 -5.295 0.10
H -3.907 0.498 -3.773 0.05
H -5.200 -0.599 -3.775 0.09
H -2.090 -3.794 -2.026 0.08
H -2.783 -3.003 -0.546 0.08
H -1.055 -2.998 -0.823 0.06
O 0.558 1.736 -6.184 -0.25
S 0.180 2.135 -4.867 0.57
O 0.730 1.500 -3.723 -0.32
O 0.452 3.671 -4.695 -0.24
C 0.687 4.495 -5.860 -0.24
C 2.142 4.414 -6.223 -0.07
C -1.571 2.059 -4.693 -0.09
H 0.344 5.490 -5.595 0.13
H 0.081 4.139 -6.695 0.12
H 2.516 5.205 -6.875 0.08
H 2.386 3.521 -6.803 0.08
H 2.761 4.377 -5.326 0.09
H -1.685 0.994 -4.480 0.04
H -2.109 2.367 -5.581 0.09
H -1.819 2.592 -3.779 0.08
O -0.375 0.478 3.775 -0.25
S -0.189 -0.907 3.526 0.57
O 1.051 -1.397 2.974 -0.30
O -0.493 -1.723 4.827 -0.24
C 0.150 -3.026 5.028 -0.25
C -0.132 -3.452 6.432 -0.06
C -1.489 -1.520 2.495 -0.11
H 1.219 -2.848 4.912 0.11
H -0.151 -3.730 4.256 0.11
H 0.120 -4.510 6.540 0.09
H -1.212 -3.429 6.605 0.09
H 0.375 -2.894 7.213 0.09
H -1.622 -2.580 2.700 0.08
H -1.205 -1.290 1.470 0.04
H -2.393 -0.971 2.745 0.07
```

***

Entry 2:
The following is a DFT calculation (the ωB97M-V functional and the def2-TZVPD basis) of a molecular structure, C45H53F4LuN9O4PS4 in a non-equilibrium geometry.

Summary:
HOMO level (eV): -2.90
LUMO energy (eV): 3.180
Largest force on an atom (eV Å⁻¹): 1.35
Spin multiplicity: 1
Charge: -2

XYZ file:
```
121
Properties=species:S:1:pos:R:3:lowdin_charge:R:1
Lu -2.142 -0.692 1.764 1.46
S -1.807 1.104 -0.345 0.77
C -3.121 0.503 -1.397 -0.58
C -2.962 0.665 -2.765 -0.13
C -3.993 0.383 -3.644 -0.09
C -5.219 -0.025 -3.142 -0.10
C -5.386 -0.191 -1.784 -0.14
C -4.339 0.020 -0.881 -0.73
S -4.632 -0.440 0.779 0.52
H -2.015 1.037 -3.130 0.09
H -3.855 0.509 -4.709 0.09
H -6.051 -0.222 -3.807 0.09
H -6.341 -0.502 -1.383 0.09
N -0.299 -0.493 3.935 -0.02
C 0.983 0.178 3.685 -0.24
C 0.695 1.602 3.216 -0.22
N -0.244 1.540 2.090 -0.02
H -0.798 0.061 4.636 0.07
H -0.104 -1.395 4.367 0.07
H 1.513 -0.378 2.903 0.09
H 1.621 0.215 4.579 0.12
H 1.636 2.108 2.964 0.12
H 0.238 2.160 4.035 0.10
H 0.278 1.570 1.217 0.04
H -0.826 2.377 2.098 0.04
O -2.626 -2.122 -0.847 -0.11
H -2.160 -2.893 -1.193 0.04
H -3.565 -2.348 -0.835 0.04
N -0.408 -1.134 0.395 -0.09
C -0.439 -0.229 -0.530 -0.71
H 0.368 -1.790 0.268 0.05
S -3.289 3.219 -0.184 0.56
C -2.109 4.047 -1.150 -0.72
C -2.158 3.954 -2.541 -0.14
C -1.204 4.579 -3.319 -0.12
C -0.182 5.306 -2.726 -0.15
C -0.134 5.411 -1.344 -0.12
C -1.084 4.787 -0.560 -0.12
H -2.949 3.373 -2.992 0.09
H -1.252 4.494 -4.399 0.09
H 0.574 5.787 -3.337 0.09
H 0.663 5.971 -0.873 0.10
H -1.041 4.858 0.515 0.09
F -1.929 -3.399 1.228 -0.02
C -0.931 -4.354 1.375 -0.13
C -0.449 -4.946 0.229 -0.14
F -1.005 -4.552 -0.954 0.05
C 0.592 -5.897 0.223 -0.07
C 1.039 -6.218 1.528 -0.14
C 0.541 -5.633 2.673 -0.15
F 1.065 -6.019 3.859 0.08
C -0.465 -4.651 2.661 -0.07
C -0.978 -3.975 3.838 -0.21
C -1.903 -2.982 3.692 -0.24
N -2.658 -2.101 3.502 0.01
C -0.569 -4.262 5.142 -0.26
N -0.272 -4.439 6.242 0.12
F 2.021 -7.137 1.681 0.08
C 1.141 -6.431 -0.970 -0.23
C 2.206 -7.327 -1.015 -0.28
N 3.099 -8.047 -1.155 0.11
C 0.745 -6.052 -2.247 -0.27
N 0.513 -5.760 -3.343 0.12
C 2.683 -1.549 -4.489 -0.07
C 1.655 -1.563 -3.362 -0.58
C 0.245 -1.425 -3.942 -0.08
C 1.692 -2.919 -2.662 -0.10
P 1.880 -0.205 -2.035 1.10
N 0.440 0.098 -1.442 -0.12
C 2.250 1.521 -2.791 -0.57
C 1.224 1.709 -3.908 -0.09
C 1.918 2.596 -1.751 -0.08
C 3.664 1.727 -3.337 -0.08
C 3.320 -0.672 -0.809 -0.57
C 4.570 -1.170 -1.530 -0.08
C 3.672 0.566 0.017 -0.09
C 2.865 -1.727 0.205 -0.08
H 2.494 -2.404 -5.140 0.09
H 3.699 -1.636 -4.115 0.07
H 2.605 -0.648 -5.094 0.06
H 0.040 -2.293 -4.568 0.10
H 0.121 -0.535 -4.550 0.06
H -0.493 -1.401 -3.144 0.07
H 1.389 -3.701 -3.359 0.05
H 0.975 -2.946 -1.844 0.07
H 2.679 -3.180 -2.292 0.07
H 0.235 1.499 -3.513 0.06
H 1.426 1.076 -4.766 0.06
H 1.231 2.745 -4.241 0.09
H 0.960 2.373 -1.284 0.07
H 1.809 3.554 -2.256 0.07
H 2.677 2.711 -0.984 0.07
H 3.914 1.002 -4.108 0.07
H 4.428 1.678 -2.564 0.06
H 3.723 2.721 -3.784 0.09
H 4.887 -0.479 -2.304 0.06
H 4.417 -2.148 -1.973 0.07
H 5.381 -1.263 -0.807 0.09
H 4.220 1.302 -0.562 0.06
H 4.303 0.273 0.856 0.09
H 2.770 1.015 0.426 0.07
H 2.461 -2.624 -0.253 0.06
H 2.128 -1.304 0.887 0.05
H 3.722 -2.029 0.809 0.10
N -3.443 1.113 3.193 -0.01
C -2.779 2.156 3.902 -0.33
C -2.483 3.334 3.219 -0.08
C -1.733 4.318 3.840 -0.05
C -1.315 4.150 5.143 -0.28
C -1.643 3.007 5.840 -0.07
C -2.383 2.004 5.227 -0.06
S -0.135 5.320 5.853 0.41
O -0.421 6.612 5.242 -0.37
O 1.132 4.723 5.419 -0.38
O -0.354 5.269 7.296 -0.38
H -3.962 1.523 2.408 0.03
H -4.106 0.612 3.786 0.09
H -2.850 3.457 2.205 0.01
H -1.467 5.235 3.337 0.11
H -1.309 2.926 6.862 0.11
H -2.665 1.112 5.773 0.11
```

***

Number 1: orbital gap 9.39 eV. Number 2: orbital gap 6.08 eV.